(1)
# C20H12Cl2F6FeNO24S2

A structure of composition C20H12Cl2F6FeNO24S2 (ωB97M-V with the def2-TZVPD basis set, the OMol25 dataset).

```
68
Properties=species:S:1:pos:R:3:mulliken_charge:R:1
Fe -11.2616 28.1461 13.7543 1.50
Cl -9.6425 27.7384 10.8257 2.00
O -9.9910 28.1531 12.2094 -1.05
O -8.5756 28.5435 10.3662 -0.70
O -9.2579 26.3520 10.9232 -0.70
O -10.8255 27.8850 10.0273 -0.63
Cl -9.7403 30.4463 14.7738 1.78
O -11.0811 30.3722 14.1346 -0.57
O -9.7673 31.2947 15.9006 -0.62
O -9.5740 29.0298 15.1268 -0.65
O -8.7933 30.7865 13.7687 -0.62
C -11.7371 26.4696 17.1545 0.63
F -10.8263 27.3772 16.8772 -0.11
F -11.1643 25.2633 17.1304 -0.23
F -12.2760 26.7016 18.3302 -0.25
S -13.1171 26.4477 15.8427 0.68
O -12.9292 25.3282 14.9982 -0.66
O -14.3211 26.4800 16.5850 -0.59
N -12.7809 27.8664 14.9252 0.15
S -14.0449 28.9458 15.1059 0.69
O -13.7863 30.1026 14.3327 -0.59
O -15.3089 28.3105 14.9439 -0.54
C -13.9347 29.5590 16.8813 0.61
F -14.5671 28.7906 17.7325 -0.17
F -12.6242 29.5826 17.2066 -0.21
F -14.3444 30.8072 16.9007 -0.20
C -12.1625 24.6477 10.9869 -0.93
C -12.8580 23.6338 10.4917 0.23
C -14.3232 23.4194 10.8006 0.49
O -14.9364 22.5246 10.2645 -0.61
C -14.9404 24.4525 11.6272 -0.51
C -14.2540 25.4892 12.1090 0.30
C -12.7707 25.6117 11.8856 -0.39
O -12.1372 26.4371 12.4974 0.84
O -14.7995 26.5676 12.7015 -0.21
O -12.3375 22.7501 9.6479 -0.58
H -11.1287 24.8164 10.7057 0.54
H -16.0152 24.4091 11.7735 0.50
H -15.5803 26.3016 13.2066 0.24
H -13.0806 22.2809 9.2282 0.35
C -7.1042 24.8581 14.1402 -0.86
C -8.0232 25.8130 14.3443 0.71
C -9.4990 25.5256 14.3684 -0.04
O -10.3421 26.4022 14.4573 0.42
C -9.8657 24.1617 14.1082 -0.93
C -8.9419 23.1986 13.9599 0.38
C -7.4521 23.4545 13.9632 0.58
O -6.6711 22.5520 13.8010 -0.60
O -9.2859 21.9380 13.7470 -0.57
O -7.7685 27.1120 14.3364 -0.24
H -6.0633 25.1479 14.0431 0.38
H -10.9003 23.8422 14.1149 0.59
H -8.4590 21.4196 13.7324 0.36
H -6.8169 27.2767 14.3481 0.29
C -14.1944 29.3412 10.6335 -1.20
C -14.6031 30.1004 9.6120 0.35
C -13.9327 31.3895 9.2189 0.53
O -14.3353 32.0800 8.3164 -0.59
C -12.6755 31.6653 9.9212 -0.81
C -12.1497 30.7698 10.7645 0.53
C -12.9664 29.6418 11.3324 -0.04
O -12.5481 28.9564 12.2363 0.78
O -10.9878 30.9293 11.3835 -0.13
O -15.7184 29.8272 8.9420 -0.56
H -14.7367 28.4281 10.8407 0.45
H -12.0472 32.4530 9.5207 0.43
H -10.6025 31.7722 11.1124 0.25
H -15.8392 30.4535 8.2104 0.35
```

Frontier orbital gap (spin up / spin down) = 0.2756 / 0.2488 Ha
Multiplicity = 6
HOMO (spin up / spin down) = -9.93 / -9.93 eV
<S²> = 8.758

(2)
# C20H12ClFN2

The molecule C20H12ClFN2 (ωB97M-V with the def2-TZVPD basis set, the OMol25 dataset).

```
36
Properties=species:S:1:pos:R:3:mulliken_charge:R:1
F -3.0446 1.5923 -2.9971 -0.23
C -2.6490 0.8297 -4.0346 0.40
C -3.5197 1.0525 -5.1202 -0.61
C -3.3859 0.1615 -6.2271 -0.43
C -2.3111 -0.7505 -6.2208 -0.74
C -1.4252 -0.8730 -5.1477 0.12
Cl -0.1334 -1.8868 -5.3971 -0.19
C -1.7215 -0.1561 -3.9381 0.64
C -0.9233 -0.4768 -2.6824 -0.47
N -1.1324 0.1386 -1.4762 -0.18
N -0.2182 -0.3169 -0.5890 -0.45
C -0.2210 -0.1303 0.7482 0.01
C 0.8365 -0.6383 1.7570 -0.34
C 1.9264 -1.5050 1.6336 -0.14
C 2.7028 -1.7215 2.7378 -0.80
C 2.3477 -1.0669 3.9122 -0.38
C 1.3503 -0.1272 4.0224 -0.49
C 0.6082 0.0273 2.9407 0.82
C -0.5534 0.8741 2.7327 0.30
C -0.9774 1.9224 3.5814 -0.31
C -2.0571 2.7698 3.2499 -1.12
C -2.5359 2.5459 1.9470 -0.25
C -2.0502 1.6397 1.0026 -0.76
C -1.0829 0.7885 1.4740 0.82
H -4.2520 1.8142 -5.1674 0.46
H -4.0921 0.0564 -7.0299 0.37
H -2.3335 -1.4180 -6.8996 0.57
H -0.1989 -1.3036 -2.6211 0.36
H 2.3028 -1.9713 0.7398 0.46
H 3.5556 -2.3543 2.7446 0.45
H 2.9604 -1.2613 4.8162 0.30
H 1.0566 0.3139 5.0222 0.24
H -0.6312 1.9656 4.6112 0.22
H -2.3595 3.5195 3.8943 0.52
H -3.4373 3.1450 1.6948 0.30
H -2.5277 1.5538 0.0638 0.54
```

Frontier orbital gap = 0.2651 Ha
Energy relative to the best compared isomer or geometry (same formula, charge and spin) = 0.000 eV
HOMO = -8.25 eV
SMILES = Fc1cccc(Cl)c1/C=N/N=C1c2ccccc2-c2ccccc21

(3)
# C20H12CoN6

A structure of composition C20H12CoN6 (ωB97M-V with the def2-TZVPD basis set, the OMol25 dataset).

```
39
Properties=species:S:1:pos:R:3:mulliken_charge:R:1
Co 0.5948 0.9550 -1.2437 -0.10
C 4.3537 -1.1635 -1.3461 -0.70
C 3.2573 -0.4021 -1.7640 0.03
N 2.0883 -0.4226 -1.1480 -0.38
C 1.9337 -1.2195 -0.0509 0.81
C 2.9809 -2.0125 0.4303 1.16
C 4.2154 -1.9606 -0.2481 -0.50
C 2.7612 -2.8367 1.5648 -0.75
C 1.5345 -2.8679 2.1688 -1.35
C 0.4733 -2.0876 1.6912 -0.50
C 0.6391 -1.2391 0.5975 0.47
N -0.2586 -0.4060 0.0166 0.08
C -1.5993 -0.2361 0.1608 0.37
C -2.4556 -0.7712 1.1187 -0.49
C -3.8232 -0.4598 1.1222 -1.35
C -4.3622 0.3656 0.1751 -0.76
C -3.5414 0.9198 -0.8414 1.16
C -4.0446 1.7557 -1.8593 -0.50
C -3.2064 2.2329 -2.8240 -0.71
C -1.8533 1.8832 -2.7683 0.06
N -1.3470 1.1107 -1.8239 -0.44
C -2.1746 0.6231 -0.8524 0.93
H 5.2859 -1.1011 -1.8892 0.41
H 3.3378 0.2475 -2.6263 0.45
H 5.0458 -2.5571 0.1120 0.44
H 3.5769 -3.4410 1.9445 0.42
H 1.3742 -3.4991 3.0324 0.41
H -0.4681 -2.1448 2.2069 0.31
H -2.0835 -1.4206 1.8905 0.32
H -4.4545 -0.8817 1.8924 0.41
H -5.4197 0.6016 0.1878 0.42
H -5.0979 2.0111 -1.8648 0.44
H -3.5602 2.8741 -3.6184 0.41
H -1.1618 2.2454 -3.5188 0.45
N 1.1555 2.4324 -0.2301 -0.61
C 1.2600 2.9224 0.8519 0.71
N 1.3463 3.5206 1.9160 -0.52
C 1.7027 3.2934 3.1655 0.44
N 1.9947 3.1359 4.2720 -0.43
```

Frontier orbital gap (spin up / spin down) = 0.2711 / 0.2100 Ha
Multiplicity = 5
Energy relative to the best compared isomer or geometry (same formula, charge and spin) = 0.079 eV
HOMO (spin up / spin down) = -11.37 / -11.54 eV
Net charge = +1
<S²> = 6.088

(4)
# C20H12F2N2O2

The molecule C20H12F2N2O2 (ωB97M-V with the def2-TZVPD basis set, the OMol25 dataset).

```
38
Properties=species:S:1:pos:R:3:mulliken_charge:R:1
O -1.2786 -1.1465 -1.4043 -0.56
C -0.7294 -0.4901 -0.5538 0.29
N -1.3919 0.3895 0.2690 -0.18
C -2.7754 0.6063 0.2255 -0.07
C -3.2913 1.8992 0.2146 -0.45
C -4.6529 2.1256 0.1538 -0.74
C -5.5079 1.0395 0.0937 0.37
F -6.8343 1.2505 0.0236 -0.32
C -5.0388 -0.2608 0.1259 -0.68
C -3.6737 -0.4626 0.2048 0.79
F -3.2238 -1.7197 0.3211 -0.26
C 0.7408 -0.5257 -0.2818 0.95
C 1.4732 0.6327 -0.2474 -0.95
C 2.8709 0.5648 -0.0243 0.32
C 3.6589 1.7771 0.0128 0.11
C 5.0108 1.9520 0.1820 -0.52
C 5.2373 3.3426 0.1331 -0.47
C 4.0153 3.9148 -0.0601 -0.51
O 3.0560 2.9821 -0.1337 -0.32
N 3.5069 -0.5699 0.1591 -0.61
C 2.8129 -1.7194 0.1286 -0.12
C 3.5164 -2.9268 0.3268 -0.58
C 2.8543 -4.1219 0.3066 -0.48
C 1.4677 -4.1659 0.0910 -0.70
C 0.7536 -3.0148 -0.1024 -0.69
C 1.4057 -1.7672 -0.0948 0.83
H -0.8418 1.0510 0.7974 0.34
H -2.6096 2.7354 0.2516 0.37
H -5.0532 3.1262 0.1444 0.43
H -5.7147 -1.0997 0.1052 0.46
H 1.0225 1.5990 -0.4204 0.74
H 5.7281 1.1710 0.3200 0.57
H 6.1756 3.8493 0.2276 0.46
H 3.7113 4.9386 -0.1580 0.47
H 4.5803 -2.8663 0.4930 0.47
H 3.3950 -5.0448 0.4577 0.38
H 0.9638 -5.1207 0.0795 0.41
H -0.3108 -3.0510 -0.2752 0.45
```

Frontier orbital gap = 0.2924 Ha
Energy relative to the best compared isomer or geometry (same formula, charge and spin) = 0.000 eV
HOMO = -8.21 eV
SMILES = O=C(Nc1ccc(F)cc1F)c1cc(-c2ccco2)nc2ccccc12

(5)
# C20H12F2N2O2

The molecule C20H12F2N2O2 (ωB97M-V with the def2-TZVPD basis set, the OMol25 dataset).

```
38
Properties=species:S:1:pos:R:3:mulliken_charge:R:1
O 0.0139 -3.3345 -1.5371 -0.64
C 0.4189 -2.3376 -0.9838 -0.08
N 1.6564 -2.3366 -0.3884 -0.12
C 2.3049 -1.3090 0.3028 -0.08
C 3.6366 -1.0138 0.0108 -0.38
C 4.3039 0.0144 0.6459 -0.78
C 3.6290 0.7646 1.5924 0.38
F 4.2628 1.7793 2.2035 -0.33
C 2.3218 0.4831 1.9433 -0.63
C 1.6831 -0.5624 1.3057 0.94
F 0.4368 -0.8750 1.7044 -0.35
C -0.3590 -1.0675 -0.9005 0.39
C -1.6170 -1.1029 -0.3619 -0.49
C -2.3321 0.1100 -0.1914 1.07
C -3.6613 0.0970 0.3830 -0.09
C -4.4569 -0.9433 0.8091 -0.38
C -5.6543 -0.3614 1.2691 -0.51
C -5.5046 0.9837 1.0917 -0.53
O -4.3137 1.2652 0.5611 -0.33
N -1.8233 1.2764 -0.5163 -0.68
C -0.6139 1.3314 -1.0942 -0.56
C -0.1082 2.5970 -1.4615 -0.35
C 1.0990 2.7029 -2.0925 -0.58
C 1.8400 1.5533 -2.4062 -0.73
C 1.3845 0.3128 -2.0511 -0.41
C 0.1690 0.1711 -1.3556 1.02
H 2.2085 -3.1620 -0.5907 0.27
H 4.1475 -1.6019 -0.7364 0.39
H 5.3308 0.2425 0.4115 0.44
H 1.8116 1.0490 2.7052 0.49
H -2.0355 -2.0375 -0.0280 0.33
H -4.2216 -1.9874 0.7955 0.48
H -6.5056 -0.8692 1.6737 0.47
H -6.1593 1.8071 1.3007 0.47
H -0.7145 3.4610 -1.2405 0.50
H 1.4838 3.6719 -2.3740 0.41
H 2.7733 1.6527 -2.9402 0.42
H 1.9433 -0.5691 -2.3282 0.56
```

Frontier orbital gap = 0.2912 Ha
Energy relative to the best compared isomer or geometry (same formula, charge and spin) = 0.125 eV
HOMO = -8.14 eV
SMILES = O=C(Nc1ccc(F)cc1F)c1cc(-c2ccco2)nc2ccccc12

(6)
# C20H12F6IrN5O6S2

A structure of composition C20H12F6IrN5O6S2 (ωB97M-V with the def2-TZVPD basis set, the OMol25 dataset).

```
52
Properties=species:S:1:pos:R:3:mulliken_charge:R:1
Ir 0.0615 0.0645 -0.0846 1.08
O 2.6169 -3.0452 -0.5969 -0.63
C 1.9539 -2.0442 -0.6519 0.51
N 0.9889 -1.6343 0.2641 0.01
C 0.4701 -2.3561 1.2919 0.70
C 0.8490 -3.6658 1.6589 -0.83
C 0.2205 -4.2451 2.7214 -0.61
C -0.7863 -3.5637 3.4604 -0.61
C -1.1791 -2.2951 3.1440 -0.71
C -0.5644 -1.6621 2.0440 0.54
N -0.8452 -0.4107 1.5812 0.01
C -1.7958 0.4838 2.0838 0.37
O -2.4237 0.3569 3.0998 -0.63
C -1.9351 1.6964 1.1872 0.49
C -2.8892 2.6416 1.4861 -0.67
C -3.0306 3.7351 0.6411 -0.45
C -2.1943 3.8456 -0.4554 -0.86
C -1.2519 2.8576 -0.6870 0.31
N -1.1249 1.7977 0.1082 -0.06
C 2.1075 -1.0369 -1.7773 0.27
C 2.9629 -1.3243 -2.8183 -0.59
C 3.0900 -0.4041 -3.8510 -0.38
C 2.3652 0.7733 -3.7918 -0.88
C 1.5270 0.9957 -2.7114 0.28
N 1.3931 0.1120 -1.7231 -0.07
H 1.6057 -4.1840 1.0932 0.53
H 0.4819 -5.2537 3.0108 0.44
H -1.2557 -4.0753 4.2896 0.44
H -1.9470 -1.7824 3.6995 0.53
H -3.5072 2.4993 2.3609 0.52
H -3.7841 4.4849 0.8377 0.46
H -2.2672 4.6776 -1.1405 0.47
H -0.5907 2.9081 -1.5394 0.15
H 3.5058 -2.2586 -2.8021 0.50
H 3.7444 -0.6071 -4.6874 0.47
H 2.4306 1.5175 -4.5720 0.46
H 0.9449 1.9021 -2.6343 0.20
F -3.4181 -0.2333 -4.2097 -0.17
C -2.2689 -0.3093 -3.5763 0.41
F -1.6668 0.8897 -3.5983 -0.19
F -1.4746 -1.1914 -4.1577 -0.21
S -2.5491 -0.7494 -1.8091 1.25
O -1.1295 -0.9364 -1.3183 -0.54
O -3.2351 0.3603 -1.2314 -0.61
N -3.2467 -2.0955 -1.9188 -0.70
S -3.1992 -3.2883 -0.8222 1.00
O -3.7245 -4.4562 -1.4282 -0.63
O -1.9771 -3.3103 -0.0788 -0.47
C -4.4710 -2.7062 0.3850 0.65
F -4.6994 -3.6605 1.2725 -0.22
F -5.5971 -2.3772 -0.2226 -0.23
F -4.0054 -1.6211 1.0272 -0.11
```

Frontier orbital gap (spin up / spin down) = 0.2381 / 0.2267 Ha
Multiplicity = 2
Energy relative to the best compared isomer or geometry (same formula, charge and spin) = 0.000 eV
HOMO (spin up / spin down) = -11.66 / -12.19 eV
Net charge = +1
<S²> = 0.860

| no. | strongest force on any atom (eV/A) |
| --- | --- |
| 1 | 3.08 |
| 2 | 6.84 |
| 3 | 0.96 |
| 4 | 1.33 |
| 5 | 1.20 |
| 6 | 0.44 |